1.
Formula: C24H29N5O3RuS
Source: the OMol25 dataset
Level of theory: ωB97M-V/def2-TZVPD

Cartesian coordinates (Å):
1 Ru 0.001 0.059 -0.159
2 C -3.121 -1.271 -1.655
3 C -2.008 -0.304 -1.872
4 C -0.918 -0.642 -2.701
5 C 0.060 0.300 -3.030
6 C -0.023 1.605 -2.535
7 C -1.095 1.962 -1.709
8 C -2.072 1.014 -1.367
9 H -2.764 -2.298 -1.638
10 H -3.825 -1.199 -2.486
11 H -3.680 -1.049 -0.750
12 H -0.890 -1.619 -3.165
13 H 0.828 0.044 -3.748
14 H 0.682 2.354 -2.872
15 H -1.229 2.995 -1.412
16 H -2.949 1.331 -0.814
17 C -2.636 -1.270 4.543
18 N -2.095 0.027 4.235
19 C -2.020 1.072 5.102
20 C -1.444 2.112 4.447
21 N -1.151 1.697 3.167
22 C -1.563 0.398 3.052
23 S -1.577 -0.651 1.713
24 C -0.453 2.502 2.242
25 C -0.475 3.890 2.385
26 C 0.359 4.656 1.589
27 C 1.201 4.021 0.683
28 C 1.104 2.646 0.555
29 N 0.281 1.904 1.303
30 H -3.123 -1.231 5.516
31 H -1.840 -2.019 4.576
32 H -3.365 -1.570 3.789
33 H -2.376 1.010 6.114
34 H -1.205 3.087 4.819
35 H -1.131 4.361 3.097
36 H 0.370 5.732 1.689
37 H 1.904 4.573 0.082
38 H 1.736 2.096 -0.149
39 O -1.270 -6.642 3.029
40 C -0.785 -6.976 1.790
41 N -0.269 -5.780 1.194
42 C 0.083 -5.742 -0.124
43 O -0.106 -6.669 -0.866
44 C 0.735 -4.468 -0.588
45 C 1.803 -4.544 -1.482
46 C 2.390 -3.372 -1.934
47 C 1.878 -2.162 -1.492
48 N 0.828 -2.091 -0.672
49 C 0.263 -3.209 -0.226
50 H -1.505 -7.425 3.549
51 H -1.554 -7.397 1.107
52 H 0.008 -7.753 1.843
53 H -0.066 -5.028 1.838
54 H 2.160 -5.510 -1.808
55 H 3.223 -3.391 -2.620
56 H 2.316 -1.221 -1.816
57 H -0.605 -3.087 0.414
58 C 2.965 0.284 2.108
59 O 2.103 -0.413 1.205
60 H 4.004 0.178 1.794
61 H 2.846 -0.091 3.126
62 H 2.694 1.335 2.082
63 H 2.387 -1.336 1.212

Summary:
**Energy relative to the best compared isomer or geometry (same formula, charge and spin)**: 44.74 kJ/mol
**Largest force on an atom**: 0.0472 hartree/bohr
**Multiplicity**: 6
**Frontier orbital gap (alpha / beta)**: 0.2603 / 0.1475 Eh
**Total charge**: +3

Atomic partial charges in e from the natural (NBO) method, atoms 1 to 2: 1.437 -0.666

---

2.
Formula: C24H29N5O4S
Source: the OMol25 dataset
Level of theory: ωB97M-V/def2-TZVPD

Cartesian coordinates (Å):
1 C -3.430 -3.559 -0.020
2 C -3.664 -2.267 -0.800
3 N -4.857 -1.527 -0.456
4 C -6.166 -2.029 -0.826
5 C -6.788 -2.993 0.181
6 S -4.773 -0.631 0.950
7 O -6.057 -0.025 1.147
8 O -4.192 -1.366 2.036
9 C -3.625 0.646 0.438
10 C -4.108 1.668 -0.368
11 C -3.267 2.670 -0.795
12 C -1.911 2.663 -0.429
13 C -1.427 1.616 0.380
14 C -2.306 0.619 0.813
15 C -0.013 1.530 0.790
16 O 0.403 0.637 1.513
17 C 0.808 2.606 0.255
18 C 2.236 2.757 0.686
19 O 2.595 3.775 1.257
20 N 3.078 1.744 0.410
21 C 2.793 0.569 -0.381
22 C 2.989 -0.691 0.472
23 N 4.321 -0.704 1.039
24 C 5.322 -1.335 0.351
25 C 6.668 -1.310 0.763
26 C 7.595 -2.038 0.051
27 C 7.189 -2.781 -1.053
28 C 5.847 -2.748 -1.378
29 N 4.943 -2.052 -0.713
30 C 4.548 0.466 1.855
31 C 4.401 1.732 0.997
32 C 0.250 3.606 -0.469
33 N -1.051 3.657 -0.835
34 C -1.529 4.770 -1.623
35 H -2.424 -3.922 -0.217
36 H -3.533 -3.363 1.043
37 H -4.136 -4.331 -0.315
38 H -3.701 -2.474 -1.875
39 H -2.830 -1.584 -0.616
40 H -6.811 -1.151 -0.911
41 H -6.076 -2.497 -1.810
42 H -6.815 -2.516 1.158
43 H -7.804 -3.232 -0.123
44 H -6.220 -3.915 0.259
45 H -5.153 1.664 -0.631
46 H -3.664 3.459 -1.411
47 H -1.931 -0.163 1.456
48 H 1.777 0.613 -0.770
49 H 3.496 0.540 -1.224
50 H 2.866 -1.582 -0.141
51 H 2.260 -0.684 1.286
52 H 6.982 -0.747 1.626
53 H 8.632 -2.032 0.353
54 H 7.891 -3.359 -1.631
55 H 5.460 -3.304 -2.224
56 H 5.530 0.441 2.322
57 H 3.787 0.480 2.641
58 H 4.509 2.635 1.599
59 H 5.156 1.728 0.201
60 H 0.869 4.430 -0.796
61 H -2.317 5.307 -1.092
62 H -1.917 4.425 -2.584
63 H -0.707 5.458 -1.807

Summary:
**Energy relative to the best compared isomer or geometry (same formula, charge and spin)**: 53.23 kJ/mol
**Largest force on an atom**: 0.0211 hartree/bohr
**Frontier orbital gap**: 0.2805 Eh
**Total charge**: 0

Atomic partial charges in e from the natural (NBO) method, atoms 1 to 2: -0.636 -0.217

---

3.
Formula: C24H29N5O6S
Source: the OMol25 dataset
Level of theory: ωB97M-V/def2-TZVPD

Cartesian coordinates (Å):
1 C -0.967 -2.957 -0.984
2 H -1.787 -3.528 -0.957
3 H -0.442 -2.913 -2.090
4 O -1.341 -1.507 -0.753
5 C -1.624 -0.901 0.606
6 C -1.526 -1.924 1.750
7 C -1.759 -1.458 3.027
8 C -1.736 0.085 3.147
9 C -1.919 0.837 2.042
10 C -1.936 0.286 0.667
11 N -1.940 0.883 -0.438
12 C -2.938 0.573 -1.325
13 H -4.143 1.255 -1.225
14 C -2.480 0.833 -2.889
15 N -1.512 2.067 -2.677
16 C -0.318 1.739 -2.894
17 O 0.367 2.780 -2.621
18 C 0.177 0.549 -3.645
19 N 1.813 0.521 -3.736
20 S 2.291 -0.909 -2.786
21 O 3.754 -0.796 -2.975
22 O 1.504 -2.150 -2.971
23 C 2.135 -0.464 -1.075
24 C 1.943 -1.590 -0.145
25 C 2.035 -1.025 1.232
26 C 1.664 0.195 1.577
27 C 1.587 1.305 0.753
28 C 2.117 0.911 -0.662
29 H 1.948 1.658 -1.258
30 H 1.596 2.210 1.005
31 N 1.553 0.395 2.980
32 C 1.407 -0.506 3.998
33 O 1.220 -0.408 5.068
34 N 1.416 -1.832 3.508
35 C 1.596 -2.250 2.175
36 O 1.834 -3.548 1.725
37 C 1.530 -2.841 4.436
38 H 2.266 -3.775 4.347
39 H 0.668 -3.708 4.142
40 H 1.324 -2.738 5.467
41 C 1.100 1.677 3.384
42 H 1.022 1.410 4.620
43 H 0.335 2.175 3.100
44 H 2.006 2.378 3.371
45 H 2.175 -2.421 -0.388
46 C 2.472 1.466 -4.527
47 H 2.175 1.349 -5.530
48 H 2.247 2.485 -4.167
49 H 3.683 1.112 -4.246
50 H -0.074 -0.410 -3.080
51 H -0.033 0.653 -4.729
52 C -1.955 3.030 -1.843
53 C -1.941 2.560 -0.548
54 H -3.013 2.867 0.087
55 H -1.231 2.685 0.003
56 H -1.357 3.640 -2.014
57 H -3.035 3.386 -2.093
58 H -2.110 -0.055 -3.234
59 H -3.280 1.191 -3.539
60 H -3.391 -0.700 -1.548
61 H -2.250 1.955 2.066
62 H -1.950 0.381 4.013
63 H -1.443 -1.914 3.801
64 H -1.284 -3.076 1.729
65 H -0.251 -3.177 -0.234

Summary:
**Energy relative to the best compared isomer or geometry (same formula, charge and spin)**: 2535.82 kJ/mol
**Largest force on an atom**: 0.3351 hartree/bohr
**Frontier orbital gap**: 0.2820 Eh
**Total charge**: 0

Atomic partial charges in e from the natural (NBO) method, atoms 1 to 2: -0.231 0.172

---

> The highest energy relative to the best compared isomer or geometry (same formula, charge and spin) belongs to which entry?

C24H29N5O6S

---

Please write out number 3 again, unchanged.
Formula: C24H29N5O6S
Source: the OMol25 dataset
Level of theory: ωB97M-V/def2-TZVPD

Cartesian coordinates (Å):
1 C -0.967 -2.957 -0.984
2 H -1.787 -3.528 -0.957
3 H -0.442 -2.913 -2.090
4 O -1.341 -1.507 -0.753
5 C -1.624 -0.901 0.606
6 C -1.526 -1.924 1.750
7 C -1.759 -1.458 3.027
8 C -1.736 0.085 3.147
9 C -1.919 0.837 2.042
10 C -1.936 0.286 0.667
11 N -1.940 0.883 -0.438
12 C -2.938 0.573 -1.325
13 H -4.143 1.255 -1.225
14 C -2.480 0.833 -2.889
15 N -1.512 2.067 -2.677
16 C -0.318 1.739 -2.894
17 O 0.367 2.780 -2.621
18 C 0.177 0.549 -3.645
19 N 1.813 0.521 -3.736
20 S 2.291 -0.909 -2.786
21 O 3.754 -0.796 -2.975
22 O 1.504 -2.150 -2.971
23 C 2.135 -0.464 -1.075
24 C 1.943 -1.590 -0.145
25 C 2.035 -1.025 1.232
26 C 1.664 0.195 1.577
27 C 1.587 1.305 0.753
28 C 2.117 0.911 -0.662
29 H 1.948 1.658 -1.258
30 H 1.596 2.210 1.005
31 N 1.553 0.395 2.980
32 C 1.407 -0.506 3.998
33 O 1.220 -0.408 5.068
34 N 1.416 -1.832 3.508
35 C 1.596 -2.250 2.175
36 O 1.834 -3.548 1.725
37 C 1.530 -2.841 4.436
38 H 2.266 -3.775 4.347
39 H 0.668 -3.708 4.142
40 H 1.324 -2.738 5.467
41 C 1.100 1.677 3.384
42 H 1.022 1.410 4.620
43 H 0.335 2.175 3.100
44 H 2.006 2.378 3.371
45 H 2.175 -2.421 -0.388
46 C 2.472 1.466 -4.527
47 H 2.175 1.349 -5.530
48 H 2.247 2.485 -4.167
49 H 3.683 1.112 -4.246
50 H -0.074 -0.410 -3.080
51 H -0.033 0.653 -4.729
52 C -1.955 3.030 -1.843
53 C -1.941 2.560 -0.548
54 H -3.013 2.867 0.087
55 H -1.231 2.685 0.003
56 H -1.357 3.640 -2.014
57 H -3.035 3.386 -2.093
58 H -2.110 -0.055 -3.234
59 H -3.280 1.191 -3.539
60 H -3.391 -0.700 -1.548
61 H -2.250 1.955 2.066
62 H -1.950 0.381 4.013
63 H -1.443 -1.914 3.801
64 H -1.284 -3.076 1.729
65 H -0.251 -3.177 -0.234

Summary:
**Energy relative to the best compared isomer or geometry (same formula, charge and spin)**: 2535.82 kJ/mol
**Largest force on an atom**: 0.3351 hartree/bohr
**Frontier orbital gap**: 0.2820 Eh
**Total charge**: 0

Atomic partial charges in e from the natural (NBO) method, atoms 1 to 2: -0.231 0.172

---

> Number 2 is which compound?

C24H29N5O4S